Entry 1:
The following is a quantum chemistry calculation of an isolated molecule of C16H18N6O4, from the Open Molecules 2025 dataset.

Summary:
M: 358.4 g/mol
HOMO-LUMO gap: 10.1 eV
Relative energy (zero: lowest compared OMol25 entry of this formula, charge and spin): 2.91 kcal/mol
Calculated total energy: -34013.6549 eV
SMILES: Cc1nc(CN(C)C(=O)c2coc([C@H](C)NC(=O)[C@@H]3C[C@H]3C#N)n2)no1
F_max: 0.22 eV Å⁻¹

Geometry (Å):
C (-1.795, 5.324, -1.667)
C (-1.113, 4.897, -0.424)
N (-0.387, 3.847, -0.221)
C (-0.034, 3.989, 1.101)
C (0.828, 2.994, 1.814)
N (2.091, 2.793, 1.122)
C (3.039, 3.894, 1.218)
C (2.246, 1.955, 0.055)
O (3.185, 2.069, -0.718)
C (1.290, 0.838, -0.181)
C (1.257, 0.154, -1.342)
O (0.307, -0.811, -1.239)
C (-0.197, -0.666, 0.008)
C (-1.273, -1.617, 0.437)
C (-1.812, -1.261, 1.813)
N (-0.770, -2.980, 0.384)
C (-1.244, -3.900, -0.498)
O (-2.114, -3.659, -1.311)
C (-0.538, -5.226, -0.426)
C (0.665, -5.408, -1.305)
C (-0.629, -6.118, -1.626)
C (-0.704, -7.542, -1.411)
N (-0.746, -8.674, -1.225)
N (0.343, 0.288, 0.680)
N (-0.503, 5.052, 1.674)
O (-1.232, 5.671, 0.657)
H (-1.596, 4.597, -2.448)
H (-2.869, 5.400, -1.502)
H (-1.431, 6.303, -1.979)
H (1.032, 3.367, 2.817)
H (0.297, 2.051, 1.894)
H (4.026, 3.545, 0.936)
H (2.764, 4.720, 0.555)
H (3.050, 4.254, 2.246)
H (1.805, 0.230, -2.262)
H (-2.072, -1.580, -0.305)
H (-2.202, -0.245, 1.819)
H (-2.610, -1.953, 2.078)
H (-1.024, -1.319, 2.565)
H (-0.019, -3.242, 1.002)
H (-0.514, -5.697, 0.549)
H (0.939, -4.591, -1.957)
H (1.485, -6.005, -0.932)
H (-1.224, -5.741, -2.446)

Atomic partial charges in e from the Mulliken method, atoms 1 to 2: -1.092, 0.760

---

Entry 2:
The following is a quantum chemistry calculation of a structure of composition C34H51BCl3N2O8SV in a non-equilibrium geometry, from the Open Molecules 2025 dataset.

Summary:
M: 816.0 g/mol
HOMO-LUMO gap (alpha / beta): 6.6 / 6.7 eV
Net charge: +1
Relative energy (zero: lowest compared OMol25 entry of this formula, charge and spin): 72.57 kcal/mol
Calculated total energy: -130207.7994 eV
Spin multiplicity: 2
F_max: 6.38 eV Å⁻¹

Geometry (Å):
V (0.030, 0.160, -0.047)
C (1.757, 1.361, 4.968)
N (1.838, 1.306, 3.518)
C (2.950, 2.024, 2.894)
C (0.990, 0.665, 2.724)
O (1.148, 0.704, 1.490)
C (-0.150, -0.114, 3.390)
O (-0.960, -0.786, 2.455)
C (-2.272, -0.272, 2.292)
C (-2.215, 1.175, 1.828)
O (-1.189, 1.582, 1.261)
N (-3.231, 1.979, 2.149)
C (-4.472, 1.478, 2.724)
C (-3.105, 3.422, 1.991)
H (1.957, 2.381, 5.293)
H (0.772, 1.079, 5.326)
H (2.501, 0.703, 5.423)
H (3.713, 2.214, 3.644)
H (3.373, 1.424, 2.091)
H (2.607, 2.972, 2.475)
H (0.300, -0.869, 4.035)
H (-0.746, 0.562, 4.012)
H (-2.746, -0.889, 1.528)
H (-2.824, -0.366, 3.230)
H (-4.792, 0.570, 2.215)
H (-4.372, 1.274, 3.794)
H (-5.243, 2.231, 2.593)
H (-2.166, 3.640, 1.493)
H (-3.926, 3.820, 1.397)
H (-3.117, 3.900, 2.972)
Cl (-1.490, -5.082, -4.516)
C (-1.377, -3.835, -3.326)
C (-2.542, -3.460, -2.643)
C (-2.460, -2.474, -1.692)
Cl (-3.851, -1.997, -0.788)
C (-1.248, -1.818, -1.420)
O (-1.158, -0.881, -0.487)
C (-0.082, -2.184, -2.148)
C (1.135, -1.487, -1.900)
O (1.146, -0.508, -1.084)
C (-0.173, -3.230, -3.085)
H (-3.479, -3.949, -2.860)
H (2.046, -1.767, -2.414)
H (0.718, -3.554, -3.607)
C (-1.849, 3.276, -4.233)
C (-1.891, 2.992, -2.744)
C (-1.865, 4.295, -1.944)
O (-0.699, 2.253, -2.351)
B (-1.048, 1.347, -1.398)
O (-2.416, 1.245, -1.270)
C (-3.052, 2.052, -2.285)
C (-4.247, 2.760, -1.663)
C (-3.556, 1.108, -3.373)
H (-1.008, 3.930, -4.452)
H (-2.768, 3.782, -4.536)
H (-1.736, 2.361, -4.811)
H (-0.990, 4.871, -2.232)
H (-1.784, 4.061, -0.880)
H (-2.756, 4.897, -2.122)
H (-3.950, 3.330, -0.787)
H (-4.979, 2.009, -1.364)
H (-4.712, 3.431, -2.386)
H (-2.738, 0.561, -3.843)
H (-4.110, 1.661, -4.132)
H (-4.231, 0.384, -2.915)
Cl (1.769, 4.480, -3.245)
C (2.349, 2.889, -3.551)
C (2.476, 2.470, -4.858)
C (3.064, 1.243, -5.141)
C (3.552, 0.452, -4.100)
C (3.402, 0.853, -2.796)
C (2.739, 2.066, -2.455)
C (2.494, 2.389, -1.124)
H (2.135, 3.110, -5.660)
H (3.167, 0.923, -6.168)
H (4.052, -0.481, -4.328)
H (3.774, 0.240, -1.983)
H (2.002, 3.309, -0.849)
H (2.892, 1.758, -0.341)
C (5.511, -4.457, 3.515)
C (4.525, -3.821, 2.536)
C (3.586, -2.867, 3.258)
S (2.220, -2.250, 2.189)
O (2.776, -2.048, 0.834)
C (1.244, -3.802, 2.181)
C (0.285, -3.777, 0.999)
C (-0.804, -4.839, 1.109)
H (6.261, -5.037, 2.980)
H (4.993, -5.122, 4.208)
H (6.027, -3.696, 4.104)
H (3.959, -4.609, 2.039)
H (5.057, -3.268, 1.762)
H (4.128, -1.981, 3.596)
H (3.105, -3.331, 4.124)
H (0.701, -3.808, 3.131)
H (1.910, -4.663, 2.143)
H (0.857, -3.928, 0.082)
H (-0.174, -2.788, 0.947)
H (-0.372, -5.839, 1.171)
H (-1.450, -4.805, 0.231)
H (-1.421, -4.679, 1.995)

Atomic partial charges in e from the Mulliken method, atoms 1 to 2: 0.023, -1.127

---

Entry 3:
The following is a quantum chemistry calculation of a cluster of 10 separate species, C24H58Br3FN3O18S in total in a non-equilibrium geometry, from the Open Molecules 2025 dataset.

Summary:
M: 967.5 g/mol
HOMO-LUMO gap: 8.6 eV
Net charge: +1
Relative energy (zero: lowest compared OMol25 entry of this formula, charge and spin): 54.74 kcal/mol
Calculated total energy: -290823.5558 eV
F_max: 3.83 eV Å⁻¹

Geometry (Å):
C (2.943, -1.636, 2.289)
C (1.916, -0.430, 2.270)
C (0.537, -0.980, 1.732)
Br (-0.449, -1.954, 3.172)
N (-0.227, -0.071, 0.939)
C (0.091, 0.123, -0.470)
C (1.228, -0.662, -1.149)
C (2.156, 0.314, -1.961)
O (2.858, 1.059, -0.935)
C (3.945, 1.756, -1.435)
O (4.106, 2.851, -1.083)
C (-1.323, 0.053, -1.206)
C (-1.624, -1.297, -1.917)
C (-1.547, -2.581, -1.026)
C (-0.496, -3.648, -1.434)
C (-0.489, -4.030, -2.947)
S (1.235, -4.572, -3.321)
O (1.619, -5.493, -2.282)
O (1.357, -5.221, -4.609)
O (2.246, -3.301, -3.174)
N (-2.437, 0.661, -0.374)
C (-3.556, -0.179, 0.138)
Br (-5.285, 0.769, -0.314)
C (-3.588, -0.617, 1.647)
C (-4.868, -0.237, 2.462)
Br (-3.665, -2.619, 1.707)
C (-1.869, 1.705, 0.585)
C (-2.919, 2.666, 1.195)
O (-3.354, 2.709, 2.288)
N (-3.502, 3.630, 0.246)
C (-3.348, 4.941, 0.833)
O (-2.437, 5.598, 0.589)
F (-4.300, 5.378, 1.634)
C (-0.660, 1.221, 1.474)
C (-0.812, 1.380, 3.011)
C (-0.521, 2.890, 3.391)
C (1.035, 3.166, 3.484)
C (1.316, 4.295, 4.549)
O (2.322, 3.781, 5.460)
C (3.572, 4.220, 5.087)
O (4.027, 5.256, 5.379)
H (3.720, -1.539, 1.510)
H (2.455, -2.624, 2.242)
H (3.474, -1.607, 3.261)
H (1.855, -0.073, 3.309)
H (2.324, 0.309, 1.554)
H (0.841, -1.862, 1.138)
H (0.411, 1.184, -0.643)
H (1.956, -1.141, -0.463)
H (0.962, -1.448, -1.873)
H (2.908, -0.302, -2.493)
H (1.570, 0.973, -2.629)
H (4.651, 1.209, -2.098)
H (-1.177, 0.746, -2.071)
H (-0.983, -1.327, -2.818)
H (-2.664, -1.224, -2.313)
H (-1.326, -2.261, 0.011)
H (-2.533, -3.084, -0.977)
H (-0.721, -4.576, -0.870)
H (0.538, -3.384, -1.140)
H (-1.177, -4.855, -3.202)
H (-0.705, -3.191, -3.648)
H (3.152, -3.643, -3.041)
H (-2.928, 1.276, -1.040)
H (-3.766, -1.102, -0.425)
H (-2.697, -0.386, 2.248)
H (-5.028, 0.846, 2.577)
H (-4.674, -0.631, 3.483)
H (-5.760, -0.790, 2.118)
H (-1.354, 2.368, -0.155)
H (-2.898, 3.689, -0.578)
H (0.198, 1.926, 1.303)
H (-0.085, 0.817, 3.614)
H (-1.812, 1.153, 3.421)
H (-0.973, 3.023, 4.394)
H (-0.907, 3.603, 2.640)
H (1.306, 3.598, 2.497)
H (1.624, 2.248, 3.634)
H (1.741, 5.211, 4.096)
H (0.390, 4.615, 5.066)
H (4.203, 3.510, 4.497)
O (-6.000, -2.597, -0.786)
H (-5.779, -1.678, -0.595)
H (-6.960, -2.634, -0.698)
O (2.903, -4.340, -6.800)
H (2.343, -4.406, -7.581)
H (2.300, -4.489, -6.054)
O (-5.641, 4.739, 4.216)
H (-5.285, 4.788, 3.322)
H (-5.460, 5.608, 4.592)
O (4.392, -4.210, 2.873)
H (4.510, -5.129, 2.607)
H (4.785, -4.168, 3.752)
O (5.645, -3.149, -6.151)
H (4.768, -3.511, -6.335)
H (5.971, -3.680, -5.416)
O (-0.714, 5.820, -2.055)
H (-1.250, 5.723, -2.851)
H (-1.328, 5.659, -1.329)
O (2.336, 5.653, 1.785)
H (2.659, 5.652, 0.876)
H (2.599, 6.517, 2.125)
O (4.389, -6.897, -4.599)
H (4.136, -6.380, -5.375)
H (3.558, -7.040, -4.131)
O (-0.339, -2.652, -5.526)
H (0.347, -2.007, -5.740)
H (-0.227, -3.342, -6.191)

Atomic partial charges in e from the Mulliken method, atoms 1 to 2: -1.516, 0.167

---

Entry 4:
The following is a quantum chemistry calculation of a structure of composition C17H17BrN2O2Ti in a non-equilibrium geometry, from the Open Molecules 2025 dataset.

Summary:
M: 409.1 g/mol
HOMO-LUMO gap (alpha / beta): 7.6 / 6.1 eV
Net charge: +1
Relative energy (zero: lowest compared OMol25 entry of this formula, charge and spin): 13.34 kcal/mol
Calculated total energy: -118130.0924 eV
Spin multiplicity: 2
F_max: 3.65 eV Å⁻¹

Geometry (Å):
Ti (-0.083, 0.687, -1.976)
O (4.677, 1.951, 0.525)
C (4.506, 1.024, -0.458)
C (5.560, 0.139, -0.667)
C (5.459, -0.862, -1.610)
C (4.297, -1.007, -2.360)
C (3.245, -0.139, -2.149)
C (3.334, 0.886, -1.206)
C (2.123, 1.755, -0.906)
O (1.221, 1.828, -1.946)
N (1.415, 1.097, 0.252)
N (0.373, 0.345, -0.125)
C (0.026, -0.778, 0.593)
C (-1.182, -1.305, 0.446)
Br (-0.642, -1.248, -3.202)
C (-2.400, -1.761, 0.495)
C (-3.404, -1.320, 1.485)
C (-3.165, -0.249, 2.348)
C (-4.121, 0.120, 3.276)
C (-5.328, -0.565, 3.347)
C (-5.571, -1.624, 2.486)
C (-4.614, -2.004, 1.559)
H (4.083, 2.703, 0.450)
H (6.451, 0.267, -0.067)
H (6.297, -1.525, -1.776)
H (4.216, -1.787, -3.105)
H (2.357, -0.234, -2.762)
H (2.403, 2.759, -0.579)
H (2.024, 0.714, 0.973)
H (0.771, -1.235, 1.242)
H (-2.729, -2.504, -0.227)
H (-2.234, 0.300, 2.281)
H (-3.925, 0.952, 3.939)
H (-6.080, -0.265, 4.064)
H (-6.509, -2.161, 2.534)
H (-4.809, -2.831, 0.887)
C (-1.766, 1.836, -1.994)
H (-2.149, 1.786, -3.020)
H (-1.627, 2.881, -1.718)
H (-2.500, 1.374, -1.326)

Atomic partial charges in e from the Mulliken method, atoms 1 to 2: 0.699, -0.596